(1)
C7H7NO4 | ωB97M-V/def2-TZVPD

The geometry in XYZ format:
```
19
Properties=species:S:1:pos:R:3:forces:R:3:mulliken_charge:R:1
O 0.48449 -1.96337 1.13301 -0.91 0.77 0.33 -0.552
C -0.26426 -1.01543 0.97713 -0.13 -1.57 -0.78 0.628
C -0.37055 0.13238 1.89635 1.26 -0.71 -0.01 -0.547
C -1.39812 0.96904 1.71920 1.93 -0.03 2.00 -0.329
C -2.45510 0.79150 0.82939 -1.75 0.37 -2.12 -0.259
C -2.40933 -0.15801 -0.10957 -1.93 -0.28 -1.44 -0.549
C -1.31162 -1.03828 -0.22944 3.27 -2.82 -0.89 0.857
O -1.08279 -1.81517 -1.19741 -1.42 1.72 2.22 -0.725
H 0.48553 0.14063 2.62927 -1.30 0.58 -0.68 0.338
H -1.48133 1.82274 2.32042 0.07 1.09 1.04 0.435
H -3.25933 1.56321 0.83025 0.55 -0.93 0.04 0.316
H -3.15001 -0.36037 -0.89158 -0.09 0.61 0.43 0.363
C 3.03245 -0.29412 -1.68350 0.93 0.95 0.63 -0.415
N 1.83457 -0.75552 -1.51002 -0.94 2.11 2.82 0.533
O 0.95695 -0.13332 -0.74906 1.85 0.07 -1.97 -0.620
O 1.49137 -1.92831 -1.95716 -1.59 -2.91 -1.24 -0.450
H 3.25350 0.61738 -1.10013 -0.57 -0.60 -0.60 0.234
H 3.91468 -0.72487 -2.17980 -1.30 -0.49 -0.06 0.286
H 0.49031 -2.24479 -1.72038 2.08 2.08 0.27 0.455
```
Positions in Å, forces in eV/Å.

* electronic energy: -626.44614 hartree
* charge: 0
* structure (SMILES): O=C1C=CC=CC1=O.C=[N+]([O-])O
* ΔE to the lowest compared entry with this formula, charge and spin: 111.67 kcal per mole

***

(2)
C7H7NO4P | ωB97M-V/def2-TZVPD

The geometry in XYZ format:
```
20
Properties=species:S:1:pos:R:3:forces:R:3:mulliken_charge:R:1
C 1.04861 1.76834 -0.66180 -2.40 -2.26 0.19 -1.170
C 0.09545 0.80944 -0.54631 0.25 -0.77 -1.20 0.612
C 0.57434 -0.51800 -1.11574 -0.73 0.95 0.31 -0.801
C 0.38771 -1.59994 -0.33676 0.69 -0.52 -1.26 -0.147
C -0.25448 -1.49014 0.93814 -0.98 3.52 -0.41 -0.348
C -0.97727 -0.33317 1.18884 0.88 -2.23 0.87 -0.518
C -1.23266 0.64500 0.15313 1.16 -2.10 -2.56 -0.658
P -2.84934 -0.37105 -0.72043 1.23 -1.91 -0.64 0.841
O -3.18432 0.01035 -2.10753 0.34 0.63 0.23 -0.738
O -3.00680 -1.78174 -0.22774 0.72 1.17 -0.33 -0.667
N -4.07123 0.36813 0.38468 1.22 1.83 1.06 0.868
O -5.21175 0.17006 0.13937 -2.02 -0.39 -0.27 -0.620
O -3.68079 1.05700 1.33846 -0.40 -0.27 0.02 -0.615
H 1.02156 2.70369 -0.20422 0.07 1.49 0.40 0.366
H 1.85210 1.33592 -1.19875 1.31 0.66 -0.36 0.306
H 1.06072 -0.35282 -2.08608 -0.03 -1.00 0.42 0.355
H 0.74232 -2.62117 -0.56480 -0.06 0.73 -0.35 0.314
H -0.03385 -2.31727 1.52800 -0.40 -0.93 1.72 0.461
H -1.57671 -0.07326 2.02972 -0.11 -0.76 1.11 0.358
H -1.73365 1.49614 0.42073 -0.75 2.16 1.03 0.800
```
Positions in Å, forces in eV/Å.

* electronic energy: -967.96652 hartree
* charge: -1
* structure (SMILES): C=C1C=CC=C[C@@H]1[P@@](=O)([O-])[N+](=O)[O-]
* ΔE to the lowest compared entry with this formula, charge and spin: 62.83 kcal per mole

***

(3)
C7H7NS | ωB97M-V/def2-TZVPD

The geometry in XYZ format:
```
16
Properties=species:S:1:pos:R:3:forces:R:3:mulliken_charge:R:1
C -0.36416 -2.02351 -0.37565 -3.98 -2.74 -0.46 -0.263
C -1.73943 -1.66980 -0.08950 0.59 1.07 0.51 -0.300
C 0.63076 -1.27336 -0.64024 3.33 3.44 -0.03 -0.302
C -1.64334 1.34928 0.23259 -2.70 -2.24 0.49 -0.625
C -0.31755 1.58509 -0.02592 3.09 1.48 0.25 0.978
C 1.38099 -0.07081 -0.14427 0.54 -1.16 -0.94 -0.077
C 0.65364 0.82241 0.88166 -0.50 -0.62 -0.88 -0.789
N 0.13224 2.44619 -0.84482 -2.09 0.60 -0.86 -0.796
S -2.42507 -0.09830 0.34258 -0.12 0.55 -0.29 0.055
H -0.30082 -3.07365 -0.74862 0.06 0.46 0.43 0.260
H -2.57735 -2.37572 -0.10576 0.61 -0.04 -0.11 0.353
H 2.29756 -0.58283 0.24879 -0.44 0.64 0.11 0.344
H 1.74218 0.65729 -0.94718 -0.44 -1.47 0.71 0.283
H 1.46309 1.37508 1.34893 -0.49 0.62 0.33 0.268
H -0.01983 0.32439 1.56133 0.73 -0.66 0.75 0.361
H 1.08710 2.60824 -0.69394 1.81 0.06 -0.01 0.248
```
Positions in Å, forces in eV/Å.

* electronic energy: -723.59253 hartree
* charge: 0
* ΔE to the lowest compared entry with this formula, charge and spin: 150.81 kcal per mole

***

(4)
C7H7NdO6 | ωB97M-V/def2-TZVPD

The geometry in XYZ format:
```
21
Properties=species:S:1:pos:R:3:forces:R:3:mulliken_charge:R:1
O 0.44698 0.09235 -3.96486 -1.19 1.03 3.99 -0.135
C 0.12115 0.34426 -2.87825 1.86 -1.21 -4.75 0.179
Nd -0.66031 0.62219 -0.60157 1.69 0.73 0.83 1.453
O -2.87112 1.27371 -3.60540 2.06 -0.84 4.09 -0.071
C -2.34388 1.07459 -2.60061 -2.77 0.94 -4.47 0.307
C -2.39292 -0.92311 0.30174 -3.98 -4.81 2.09 0.271
O -3.07546 -1.77071 0.68856 2.88 3.71 -1.63 -0.071
C 0.48171 -2.16978 -0.94768 3.47 -0.85 4.01 0.310
O 1.00797 -1.35367 -0.06934 -2.82 -1.84 -3.80 -0.441
C -0.55839 -1.70436 -1.81112 -3.01 2.85 -1.13 -0.158
O -1.41587 -2.22295 -2.48751 1.59 -0.53 0.70 -0.353
H 0.75640 -3.25766 -0.91921 0.08 0.76 0.10 0.448
C 0.67035 0.59596 2.81956 0.03 0.12 0.14 -1.087
C 1.67426 1.20802 1.86828 -0.39 -0.01 0.11 -0.191
O 0.90590 1.79060 0.72712 0.24 0.27 -0.27 -0.502
H -0.11392 1.28980 3.16663 0.42 -0.03 -0.30 0.347
H 1.22868 0.31008 3.71218 -0.16 -0.31 0.00 0.360
H 0.19384 -0.30137 2.39930 0.16 -0.01 0.12 0.307
H 2.21060 2.04046 2.33590 -0.01 -0.29 -0.16 0.438
H 2.35146 0.47445 1.41365 -0.05 0.24 0.41 0.261
H 1.38256 2.58712 0.45263 -0.09 0.08 -0.08 0.330
```
Positions in Å, forces in eV/Å.

* electronic energy: -1283.05808 hartree
* charge: +2
* 2S+1: 4
* ΔE to the lowest compared entry with this formula, charge and spin: 0.00 kcal per mole

***

(5)
C7H7O6STb | ωB97M-V/def2-TZVPD

The geometry in XYZ format:
```
22
Properties=species:S:1:pos:R:3:forces:R:3:mulliken_charge:R:1
O 0.25640 -0.23691 -5.53257 -1.64 -0.05 2.00 -0.135
C -0.35836 -0.26348 -4.57234 1.24 0.04 -2.51 0.199
Tb 0.41745 -0.42924 -0.84344 -0.80 0.15 0.58 1.342
O 2.54487 -0.23695 -3.84561 -2.31 -0.19 2.98 0.001
C 1.81503 -0.29509 -2.96617 3.46 0.25 -3.38 0.044
C -1.97551 -0.29115 -1.18919 0.88 0.05 1.62 -0.198
O -2.99938 -0.27351 -0.58917 0.13 -0.02 -0.65 -0.324
C -0.68560 -2.49242 -1.58385 -1.99 -5.03 0.32 0.291
O -1.15268 -3.54085 -1.51859 1.59 3.89 -0.47 -0.057
C -0.61633 1.71581 -1.53006 -2.11 4.71 -0.80 0.183
O -1.16402 2.71247 -1.73906 2.05 -3.92 0.75 -0.088
H -1.81683 -0.30193 -2.28907 -0.84 0.00 -1.15 0.403
C 1.52810 -0.44214 3.30312 -0.45 0.16 0.69 -0.839
S -0.16197 -0.37451 2.70971 0.50 0.41 -1.03 0.507
C -0.28251 1.44805 2.67294 0.01 -0.51 -0.07 -0.934
O 0.10728 -0.77547 1.19079 0.01 0.62 0.93 -0.559
H 1.44399 -0.46065 4.41003 0.45 -0.11 -0.62 0.392
H 2.00242 0.47152 2.94524 0.25 -0.20 0.20 0.307
H 1.99186 -1.33128 2.86894 -0.14 0.02 0.41 0.356
H -0.32903 1.75599 3.71361 0.00 0.05 0.21 0.413
H 0.62096 1.85725 2.21197 -0.15 -0.10 0.02 0.337
H -1.18617 1.78449 2.17278 -0.14 -0.23 -0.05 0.359
```
Positions in Å, forces in eV/Å.

* electronic energy: -1944.30066 hartree
* charge: +2
* 2S+1: 7
* ΔE to the lowest compared entry with this formula, charge and spin: 0.00 kcal per mole

***

(6)
C7H7O6Tb | ωB97M-V/def2-TZVPD

The geometry in XYZ format:
```
21
Properties=species:S:1:pos:R:3:forces:R:3:mulliken_charge:R:1
O 3.86448 1.29007 -0.13681 -4.51 -1.37 -1.09 -0.034
C 2.78864 0.95596 -0.38460 5.35 1.64 1.38 0.273
Tb 0.45253 0.17354 -0.84531 0.06 -1.22 -1.78 0.789
O -0.27725 2.99343 1.23627 1.08 -4.02 -2.91 -0.100
C -0.01696 2.06418 0.59404 -1.11 4.73 4.28 0.392
C -1.65204 1.16867 -1.52594 -4.01 2.94 -1.86 0.385
O -2.51778 1.80958 -1.94650 3.30 -2.68 1.58 -0.121
C 0.29907 0.40274 -3.39994 -1.46 -0.14 0.12 0.044
O -0.28966 0.75305 -4.36503 1.36 -0.68 1.26 -0.231
C 0.62100 2.38615 -1.90715 -0.96 4.67 -2.15 0.261
O 0.37261 3.42026 -2.36171 1.11 -3.82 1.54 -0.116
H 1.16883 -0.39050 -3.33775 0.06 0.35 -0.55 0.157
C -1.02192 -1.80780 2.83044 -0.17 0.00 -0.26 -1.056
C 0.11813 -1.96409 1.85027 -0.21 -0.04 0.03 -0.154
O -0.31211 -1.45232 0.49310 -0.19 -0.42 0.05 -0.441
H -1.41752 -0.78427 2.84967 0.17 -0.22 0.08 0.280
H -0.70963 -2.09231 3.83502 0.16 0.09 -0.02 0.367
H -1.83311 -2.49947 2.56720 0.11 0.20 0.00 0.377
H 1.02684 -1.39659 2.05946 -0.18 0.02 0.19 0.325
H 0.37687 -3.00855 1.69468 0.13 0.02 0.01 0.279
H -1.04104 -2.02172 0.20061 -0.10 -0.05 0.10 0.324
```
Positions in Å, forces in eV/Å.

* electronic energy: -1546.10363 hartree
* charge: +2
* 2S+1: 7

***

(7)
C7H8 | ωB97M-V/def2-TZVPD

The geometry in XYZ format:
```
15
Properties=species:S:1:pos:R:3:forces:R:3:mulliken_charge:R:1
C -1.79582 -0.51314 0.65583 0.06 0.03 -0.08 -1.372
C -0.44421 -0.10122 0.15448 -0.29 -0.48 -0.12 0.711
C 0.17570 0.04593 -1.23506 -0.13 -0.37 -0.52 -0.579
C 1.48955 -0.41087 -0.63328 0.47 -0.09 -0.05 -0.476
C 1.17418 1.05879 -0.75252 -0.10 0.31 -0.22 -0.301
C 0.58377 1.06149 0.67295 -0.81 -0.31 -0.39 -0.800
C 0.83366 -0.43325 0.78038 0.03 -0.49 0.20 -0.414
H -1.86948 -0.41840 1.74762 0.11 0.07 -0.21 0.331
H -2.64437 0.01369 0.20476 0.22 0.05 0.01 0.335
H -1.90533 -1.58267 0.42479 -0.13 0.18 0.06 0.340
H -0.24986 -0.04733 -2.22215 0.14 -0.31 -0.06 0.479
H 2.24486 -1.03941 -1.08469 0.07 0.29 0.10 0.421
H 1.71707 1.81123 -1.31619 -0.17 -0.09 0.14 0.421
H -0.32442 1.57375 0.93086 0.44 1.27 1.20 0.432
H 1.01471 -1.01858 1.67221 0.09 -0.07 -0.07 0.473
```
Positions in Å, forces in eV/Å.

* electronic energy: -271.31629 hartree
* charge: 0
* structure (SMILES): C[C@@]12[C@@H]3[C@H]4[C@@H]3[C@@H]1[C@H]42
* ΔE to the lowest compared entry with this formula, charge and spin: 135.02 kcal per mole

***

(8)
C7H8 | ωB97M-V/def2-TZVPD

The geometry in XYZ format:
```
15
Properties=species:S:1:pos:R:3:forces:R:3:mulliken_charge:R:1
C 0.84638 0.89647 0.68696 -3.10 0.06 -0.34 0.125
C 2.37156 0.98679 0.92926 -2.91 -0.32 -1.23 -0.644
C 1.18290 -1.02238 -0.65529 -1.77 0.50 1.47 -0.770
C -0.40172 -0.82858 -0.50929 1.70 1.26 1.23 -0.704
C 1.59418 -0.31151 0.62624 1.64 -0.24 -0.94 0.003
C -0.48392 0.63906 0.08725 4.49 -1.28 -0.04 0.565
C -1.73271 1.36377 0.08109 -1.09 0.07 1.00 -1.097
H 1.38499 -2.05536 -0.55064 0.66 -1.12 -0.67 0.324
H 1.53768 -0.50094 -1.51860 0.27 -0.09 -0.77 0.341
H -0.92399 -1.12831 -1.39091 -0.65 0.64 -0.86 0.424
H -0.83863 -1.47320 0.26839 0.52 -0.17 0.20 0.290
H 1.56832 -1.02656 1.40745 -0.13 -0.53 1.40 0.238
H -1.46712 2.39827 0.37463 -0.88 -0.23 -0.64 0.353
H -2.25168 0.91345 1.00629 0.20 0.70 -1.29 0.254
H -2.38623 1.14903 -0.84283 1.06 0.75 1.47 0.298
```
Positions in Å, forces in eV/Å.

* electronic energy: -271.24461 hartree
* charge: 0
* ΔE to the lowest compared entry with this formula, charge and spin: 179.99 kcal per mole

***

(9)
C7H8 | ωB97M-V/def2-TZVPD

The geometry in XYZ format:
```
15
Properties=species:S:1:pos:R:3:forces:R:3:mulliken_charge:R:1
C 0.69157 -1.26453 -2.84749 0.01 -0.07 0.58 0.130
C 0.60126 -1.32424 -1.64849 0.16 0.15 -0.75 -0.417
C 0.41627 -1.28611 -0.20305 0.12 0.54 -0.03 -0.748
C -0.57675 -0.11354 0.15535 0.12 0.37 0.48 0.090
C -0.09650 1.52957 -0.04401 -0.09 -0.38 0.56 -1.047
C -0.67886 0.02353 1.63089 0.12 0.47 0.41 -0.760
C -0.58241 0.58671 2.69758 -0.25 -0.80 -0.20 0.053
H 0.79348 -1.20977 -3.90455 -0.01 -0.04 0.02 0.402
H 1.36630 -1.10327 0.30772 0.04 0.10 -0.17 0.322
H 0.11964 -2.30538 0.13572 -0.39 0.92 0.02 0.334
H -1.56917 -0.43922 -0.23143 0.63 0.89 -0.12 0.305
H 0.76690 1.52304 0.62689 -0.14 0.20 -0.08 0.316
H 0.18440 2.30211 -0.82463 -0.53 -2.07 -0.51 0.285
H -0.91427 2.01598 0.49744 0.28 -0.03 -0.08 0.318
H -0.52187 1.06513 3.65206 -0.05 -0.24 -0.13 0.417
```
Positions in Å, forces in eV/Å.

* electronic energy: -271.33388 hartree
* charge: 0
* structure (SMILES): C#CC[C@H](C)C#C
* ΔE to the lowest compared entry with this formula, charge and spin: 123.98 kcal per mole

***

(10)
C7H8 | ωB97M-V/def2-TZVPD

The geometry in XYZ format:
```
15
Properties=species:S:1:pos:R:3:forces:R:3:mulliken_charge:R:1
C -2.82468 -0.08337 -1.30866 -1.13 2.02 -4.51 -0.083
C -2.11851 0.00291 -0.32311 -0.66 -2.91 -0.05 -0.228
C -1.44993 -0.54538 0.83373 3.11 2.76 1.04 -0.450
C -0.17857 -0.06202 1.13943 -1.45 -2.58 -2.81 -0.483
C 0.57820 0.53381 0.04589 -1.77 0.17 -0.12 0.799
C -0.26637 1.57075 -0.32259 3.06 -1.77 2.53 -1.168
C 1.87400 -0.10408 -0.53249 0.05 -0.03 1.76 -1.187
H -3.21861 0.24119 -2.47629 1.19 -1.25 4.40 0.278
H -1.94819 -0.96968 1.64727 -1.37 -0.62 0.80 0.361
H 0.36111 0.03314 2.01034 0.51 -1.08 2.59 0.441
H 0.46701 2.13846 -0.75987 0.24 3.24 -2.17 0.395
H -0.89151 1.75834 0.59452 0.21 1.06 -2.11 0.404
H 2.36847 0.44879 -1.30099 0.22 1.07 -0.26 0.350
H 1.55382 -0.97259 -1.08710 -0.13 -0.76 0.23 0.294
H 2.71032 -0.41885 0.24505 -2.08 0.66 -1.32 0.276
```
Positions in Å, forces in eV/Å.

* electronic energy: -271.26891 hartree
* charge: 0
* structure (SMILES): C#C/C=C\C(=C)C
* ΔE to the lowest compared entry with this formula, charge and spin: 164.74 kcal per mole

***

Which value of charge does entry 7 give? 0

***

Among the records above, which one has the highest electronic energy? number 8

***

Please write out number 7 again, unchanged.
C7H8 | ωB97M-V/def2-TZVPD

The geometry in XYZ format:
```
15
Properties=species:S:1:pos:R:3:forces:R:3:mulliken_charge:R:1
C -1.79582 -0.51314 0.65583 0.06 0.03 -0.08 -1.372
C -0.44421 -0.10122 0.15448 -0.29 -0.48 -0.12 0.711
C 0.17570 0.04593 -1.23506 -0.13 -0.37 -0.52 -0.579
C 1.48955 -0.41087 -0.63328 0.47 -0.09 -0.05 -0.476
C 1.17418 1.05879 -0.75252 -0.10 0.31 -0.22 -0.301
C 0.58377 1.06149 0.67295 -0.81 -0.31 -0.39 -0.800
C 0.83366 -0.43325 0.78038 0.03 -0.49 0.20 -0.414
H -1.86948 -0.41840 1.74762 0.11 0.07 -0.21 0.331
H -2.64437 0.01369 0.20476 0.22 0.05 0.01 0.335
H -1.90533 -1.58267 0.42479 -0.13 0.18 0.06 0.340
H -0.24986 -0.04733 -2.22215 0.14 -0.31 -0.06 0.479
H 2.24486 -1.03941 -1.08469 0.07 0.29 0.10 0.421
H 1.71707 1.81123 -1.31619 -0.17 -0.09 0.14 0.421
H -0.32442 1.57375 0.93086 0.44 1.27 1.20 0.432
H 1.01471 -1.01858 1.67221 0.09 -0.07 -0.07 0.473
```
Positions in Å, forces in eV/Å.

* electronic energy: -271.31629 hartree
* charge: 0
* structure (SMILES): C[C@@]12[C@@H]3[C@H]4[C@@H]3[C@@H]1[C@H]42
* ΔE to the lowest compared entry with this formula, charge and spin: 135.02 kcal per mole